{
  "formula": "C14H11Br4NO3OsSe",
  "method": "ωB97M-V with the def2-TZVPD basis set",
  "total_charge": 0,
  "homo_lumo_gap_ha": [0.2775, 0.2520],
  "relative_energy_kcal_mol": 0.0,
  "energy_ev": -370311.3732,
  "spin_multiplicity": 5,
  "e_homo_ev": [-7.666, -7.999],
  "species": ["Os", "Br", "C", "C", "Br", "C", "Br", "C", "O", "C", "O", "C", "Br", "O", "C", "C", "C", "C", "C", "C", "C", "C", "N", "H", "H", "H", "H", "H", "H", "H", "H", "H", "H", "H", "Se"],
  "positions_angstrom": [[-0.293, -1.183, -1.699], [3.481, 4.649, -1.328], [2.939, 2.855, -1.510], [3.881, 1.827, -1.549], [5.723, 2.203, -1.417], [3.452, 0.504, -1.674], [4.640, -0.959, -1.686], [2.106, 0.213, -1.769], [1.645, -1.060, -1.876], [1.155, 1.237, -1.716], [-0.125, 0.863, -1.768], [1.578, 2.551, -1.590], [0.228, 3.864, -1.508], [-2.446, -0.872, -1.580], [-2.874, 0.209, -0.700], [-3.410, -0.396, 0.585], [-2.546, -1.540, 1.135], [-1.180, -1.141, 1.625], [-0.969, -0.816, 2.959], [0.310, -0.533, 3.402], [1.361, -0.596, 2.501], [1.079, -0.905, 1.185], [-0.164, -1.156, 0.752], [-2.934, -0.881, -2.410], [-3.636, 0.794, -1.211], [-2.010, 0.848, -0.530], [-4.419, -0.782, 0.426], [-3.484, 0.413, 1.317], [-2.420, -2.301, 0.364], [-3.082, -2.006, 1.962], [-1.808, -0.804, 3.643], [0.488, -0.283, 4.439], [2.381, -0.409, 2.805], [1.866, -0.965, 0.446], [-0.516, -3.442, -2.021]],
  "lowdin_charge": [1.147, 0.723, -0.751, -0.752, 0.720, -0.653, 0.793, -0.416, -0.367, -0.422, -0.307, -0.645, 0.771, -0.268, -0.190, -0.152, -0.135, -0.264, -0.011, -0.045, -0.034, -0.096, 0.031, 0.118, 0.132, 0.099, 0.118, 0.125, 0.088, 0.121, 0.119, 0.113, 0.114, 0.100, 0.076]
}


{
  "formula": "C14H11BrF6N7O4S2V",
  "method": "ωB97M-V with the def2-TZVPD basis set",
  "total_charge": 3,
  "homo_lumo_gap_ha": [0.2127, 0.2350],
  "relative_energy_kcal_mol": 5.8,
  "energy_ev": -166991.5216,
  "spin_multiplicity": 2,
  "e_homo_ev": [-19.029, -19.031],
  "species": ["V", "N", "C", "N", "C", "N", "C", "C", "N", "C", "C", "N", "H", "H", "H", "H", "H", "C", "C", "C", "C", "C", "Br", "N", "C", "H", "H", "H", "H", "H", "H", "F", "C", "F", "F", "S", "O", "O", "N", "S", "O", "O", "C", "F", "F", "F"],
  "positions_angstrom": [[0.118, 0.958, 0.310], [2.608, 4.189, 0.655], [2.628, 2.879, 0.589], [1.366, 2.441, 0.761], [0.640, 3.613, 0.938], [1.359, 4.684, 0.876], [-0.744, 3.440, 1.379], [-1.620, 4.419, 1.787], [-2.761, 4.104, 2.407], [-3.017, 2.820, 2.623], [-2.189, 1.801, 2.157], [-1.053, 2.123, 1.524], [3.394, 4.830, 0.582], [3.514, 2.283, 0.438], [-1.399, 5.470, 1.633], [-3.919, 2.577, 3.173], [-2.433, 0.755, 2.275], [1.630, -3.707, 2.361], [1.839, -2.669, 1.296], [2.556, -2.948, 0.122], [2.785, -1.977, -0.839], [2.255, -0.722, -0.641], [2.543, 0.653, -1.885], [1.506, -0.437, 0.451], [1.340, -1.397, 1.415], [2.584, -4.143, 2.657], [1.005, -4.514, 1.977], [1.154, -3.292, 3.246], [2.954, -3.945, -0.033], [3.371, -2.181, -1.725], [0.780, -1.104, 2.297], [-3.573, 0.722, -0.341], [-3.268, 0.102, -1.449], [-3.216, 0.899, -2.447], [-3.946, -0.977, -1.628], [-1.394, -0.561, -1.044], [-1.253, -0.524, 0.470], [-0.559, 0.863, -1.279], [-0.735, -1.769, -1.617], [-0.712, -1.788, -3.353], [-1.781, -0.918, -3.742], [0.624, -1.583, -3.777], [-1.177, -3.588, -3.614], [-0.311, -4.320, -2.942], [-2.393, -3.766, -3.149], [-1.103, -3.795, -4.898]],
  "lowdin_charge": [1.111, 0.131, -0.072, 0.003, -0.262, 0.226, -0.139, 0.024, 0.183, -0.015, -0.022, 0.016, 0.209, 0.148, 0.157, 0.148, 0.135, 0.006, -0.195, 0.082, -0.032, -0.679, 1.006, -0.102, -0.035, 0.111, 0.111, 0.096, 0.157, 0.141, 0.145, 0.216, -0.647, 0.272, 0.271, 0.871, -0.366, -0.372, -0.221, 0.726, -0.245, -0.218, -0.695, 0.188, 0.197, 0.230]
}


{
  "formula": "C14H11Cl2NO3",
  "method": "ωB97M-V with the def2-TZVPD basis set",
  "total_charge": 0,
  "homo_lumo_gap_ha": 0.3330,
  "smiles": "O=C(Cc1ccc(Cl)cc1Cl)OCC(=O)c1ccc[nH]1",
  "relative_energy_kcal_mol": 7.7,
  "energy_ev": -47365.5932,
  "e_homo_ev": -8.642,
  "species": ["O", "C", "O", "C", "H", "C", "O", "C", "C", "C", "C", "N", "H", "H", "H", "H", "H", "C", "C", "C", "C", "C", "C", "C", "Cl", "H", "Cl", "H", "H", "H", "H"],
  "positions_angstrom": [[0.793, -0.905, -0.186], [-0.007, -0.059, -0.212], [-0.406, 0.585, -1.221], [0.106, 0.452, -2.474], [-0.489, 1.179, -3.293], [0.039, -0.940, -2.742], [0.842, -1.400, -3.327], [-0.935, -1.769, -2.416], [-2.154, -1.431, -1.789], [-3.004, -2.646, -1.640], [-2.044, -3.800, -1.958], [-0.858, -3.135, -2.502], [-0.282, -3.488, -3.080], [-2.350, -4.825, -2.066], [-3.863, -2.710, -1.256], [-2.668, -0.449, -1.390], [1.024, 0.881, -2.501], [-0.612, 0.538, 1.273], [0.580, 1.145, 1.860], [1.375, 0.572, 2.891], [2.501, 1.355, 3.402], [2.542, 2.631, 3.467], [1.703, 3.255, 2.495], [0.612, 2.603, 1.939], [-0.116, 3.455, 0.599], [1.755, 4.349, 2.218], [3.672, 3.672, 4.004], [3.209, 0.641, 4.084], [1.260, -0.401, 3.022], [-0.910, -0.394, 1.802], [-1.317, 1.039, 0.996]],
  "lowdin_charge": [0.182, -0.501, 0.012, -0.070, 0.222, -0.576, 0.246, -0.252, 0.009, 0.010, 0.036, 0.138, 0.059, 0.082, -0.011, 0.156, 0.115, -0.004, -0.221, 0.034, -0.114, -0.817, -0.158, -0.553, 0.703, 0.112, 0.797, 0.167, 0.063, 0.147, -0.013]
}


{
  "formula": "C14H11F3N2O2S",
  "method": "ωB97M-V with the def2-TZVPD basis set",
  "total_charge": 0,
  "homo_lumo_gap_ha": 0.2822,
  "smiles": "O=C1CC[C@H]2S/C(=C/Nc3ccc(C(F)(F)F)cc3)C(=O)N12",
  "relative_energy_kcal_mol": 3.1,
  "energy_ev": -40759.9794,
  "e_homo_ev": -7.824,
  "species": ["O", "O", "F", "F", "F", "S", "C", "C", "C", "C", "C", "C", "C", "C", "C", "C", "N", "N", "C", "C", "C", "C", "H", "H", "H", "H", "H", "H", "H", "H", "H", "H", "H"],
  "positions_angstrom": [[0.732, 1.780, -1.525], [2.612, 1.948, -3.847], [-0.579, -1.133, 6.684], [-1.177, 0.972, 6.898], [-2.645, -0.613, 6.449], [-0.473, -1.653, -2.799], [0.399, 0.831, -2.230], [1.869, 1.049, -4.158], [-0.269, -0.340, -1.652], [-0.691, -0.462, -0.378], [-0.537, 1.417, 2.797], [-1.266, -0.859, 2.446], [-0.758, 1.281, 4.203], [-1.455, -1.008, 3.824], [-0.763, 0.328, 1.907], [-1.158, 0.032, 4.725], [-0.540, 0.518, 0.550], [0.737, 0.633, -3.546], [-1.386, -0.152, 6.221], [2.324, 0.059, -5.193], [0.283, -0.587, -4.129], [1.559, -1.142, -4.738], [-1.164, -1.435, -0.152], [-0.166, 2.340, 2.394], [-1.491, -1.684, 1.780], [-0.554, 2.133, 4.869], [-1.868, -1.975, 4.158], [-0.001, 1.352, 0.253], [2.069, 0.384, -6.218], [3.392, -0.089, -5.126], [-0.465, -0.406, -4.903], [1.293, -1.784, -5.591], [2.137, -1.736, -3.975]],
  "lowdin_charge": [0.097, 0.129, 0.128, 0.153, 0.121, 0.985, -0.387, -0.425, -0.451, -0.113, 0.011, -0.020, 0.004, -0.010, -0.230, -0.125, 0.075, 0.041, -0.581, -0.082, -0.490, -0.192, 0.123, 0.103, 0.094, 0.120, 0.131, 0.142, 0.141, 0.127, 0.123, 0.121, 0.137]
}


> What is the formula in the third record?

C14H11Cl2NO3